(1)
ORCA calculation (ωB97M-V with the def2-TZVPD basis set) on C23H24N4S2Ti as an isolated structure.

Summary:
Spin multiplicity: 3
Kohn-Sham gap (alpha / beta): 0.257 / 0.279 hartree
<S²>: 2.004
Total charge: 0
Relative energy (zero: lowest compared OMol25 entry of this formula, charge and spin): 0.0 kcal per mole

```
54
C23H24N4S2Ti, DFT ωB97M-V with the def2-TZVPD basis set
Ti 0.446 0.907 0.053
C 2.178 -1.493 0.990
N 2.237 -0.459 -0.059
C 3.434 0.379 0.127
C 2.214 -1.081 -1.391
C 3.202 -1.985 -1.739
C 3.157 -2.686 -2.934
C 2.063 -2.487 -3.761
C 1.078 -1.569 -3.434
C 1.140 -0.791 -2.265
N 0.232 0.153 -1.847
C -0.883 0.569 -2.544
C -1.089 0.500 -3.932
C -2.278 0.900 -4.519
C -3.322 1.388 -3.751
C -3.122 1.521 -2.386
C -1.930 1.144 -1.791
N -1.729 1.360 -0.356
C -2.629 0.514 0.443
C -1.931 2.777 -0.002
H 3.069 -2.129 0.982
H 1.302 -2.120 0.829
H 2.098 -1.013 1.964
H 4.356 -0.204 0.044
H 3.390 0.843 1.112
H 3.448 1.168 -0.626
H 4.021 -2.166 -1.052
H 3.938 -3.388 -3.193
H 1.963 -3.050 -4.680
H 0.229 -1.495 -4.096
H -0.284 0.193 -4.586
H -2.378 0.828 -5.594
H -4.260 1.682 -4.201
H -3.915 1.931 -1.772
H -3.680 0.772 0.271
H -2.403 0.643 1.501
H -2.476 -0.530 0.171
H -2.957 3.106 -0.190
H -1.250 3.400 -0.580
H -1.704 2.907 1.056
S 1.332 3.013 1.407
C 0.725 1.948 2.592
N 0.202 0.791 2.244
C -0.235 0.059 3.333
C -0.826 -1.202 3.282
C -1.209 -1.808 4.464
C -1.008 -1.175 5.692
C -0.420 0.077 5.756
C -0.036 0.688 4.570
S 0.722 2.238 4.321
H -0.976 -1.684 2.323
H -1.669 -2.787 4.439
H -1.314 -1.666 6.605
H -0.264 0.567 6.707
```

Results of the natural (NBO) charge analysis, in e, for atoms 1 through 2: number 1, Ti, carries 1.245; number 2, C, carries -0.396

(2)
ORCA calculation (ωB97M-V with the def2-TZVPD basis set) on one molecule with the formula C3H8N2O2 at a distorted geometry.

Summary:
Kohn-Sham gap: 0.380 hartree
SMILES string: NC(=O)CNCO
Total charge: 0
Relative energy (zero: lowest compared OMol25 entry of this formula, charge and spin): 27.4 kcal per mole

```
15
C3H8N2O2, DFT ωB97M-V with the def2-TZVPD basis set
O -1.567 1.311 -1.089
C -1.597 0.348 -0.360
N -2.751 -0.371 -0.115
C -0.368 -0.134 0.375
N 0.717 0.844 0.282
C 2.022 0.266 0.245
O 2.188 -0.664 -0.859
H -3.615 0.135 -0.050
H -2.726 -1.367 -0.004
H -0.054 -1.126 0.072
H -0.671 -0.195 1.422
H 0.561 1.351 -0.586
H 2.160 -0.309 1.165
H 2.728 1.076 0.122
H 2.974 -1.165 -0.620
```

Results of the natural (NBO) charge analysis, in e, for atoms 1 through 2: number 1, O, carries -0.581; number 2, C, carries 0.680

(3)
ORCA calculation (ωB97M-V with the def2-TZVPD basis set) on a 5-piece molecular cluster, C42H35F4NO3 overall at a distorted geometry.

Summary:
Kohn-Sham gap: 0.288 hartree
SMILES string: C=CCc1cc(COc2ccccc2)cc2c1C(=O)NC2=O.Fc1ccccc1.Fc1ccccc1.Fc1ccccc1.Fc1ccccc1
Total charge: 0

```
85
C42H35F4NO3, DFT ωB97M-V with the def2-TZVPD basis set
C 3.826 -3.421 2.278
C 2.590 -3.665 1.785
C 2.024 -3.043 0.518
C 1.232 -1.769 0.762
C 1.657 -0.571 0.199
C 1.015 0.650 0.424
C 1.461 1.959 -0.171
O 2.865 2.196 -0.205
C 3.572 1.761 0.893
C 3.224 2.089 2.196
C 3.980 1.575 3.240
C 5.068 0.747 3.015
C 5.424 0.441 1.705
C 4.671 0.948 0.657
C -0.131 0.665 1.212
C -0.588 -0.522 1.739
C 0.080 -1.720 1.542
C -0.670 -2.799 2.240
O -0.410 -3.970 2.311
N -1.837 -2.192 2.790
C -1.794 -0.788 2.566
O -2.602 0.001 2.977
H 4.492 -4.252 2.502
H 4.204 -2.437 2.552
H 1.966 -4.384 2.311
H 1.431 -3.793 0.000
H 2.895 -2.741 -0.058
H 2.543 -0.593 -0.425
H 0.949 2.772 0.352
H 1.103 1.994 -1.201
H 2.374 2.731 2.389
H 3.697 1.805 4.260
H 5.647 0.325 3.825
H 6.255 -0.210 1.467
H 4.927 0.698 -0.365
H -0.671 1.590 1.380
H -1.927 -2.384 3.784
F -0.528 0.515 -2.593
C -0.599 1.304 -3.689
C 0.306 1.106 -4.712
C 0.228 1.917 -5.835
C -0.738 2.911 -5.914
C -1.632 3.094 -4.869
C -1.571 2.281 -3.746
H 1.055 0.330 -4.625
H 0.925 1.772 -6.649
H -0.791 3.544 -6.789
H -2.381 3.872 -4.925
H -2.263 2.404 -2.923
F -0.232 4.664 -1.784
C 0.177 5.679 -0.995
C 1.370 5.560 -0.311
C 1.786 6.611 0.493
C 1.006 7.754 0.611
C -0.193 7.847 -0.082
C -0.614 6.806 -0.897
H 1.967 4.662 -0.407
H 2.722 6.536 1.030
H 1.332 8.569 1.242
H -0.805 8.734 0.010
H -1.541 6.861 -1.452
F -6.655 2.201 -2.740
C -5.973 1.783 -1.653
C -6.548 1.929 -0.407
C -5.845 1.493 0.707
C -4.584 0.930 0.566
C -4.026 0.798 -0.701
C -4.724 1.222 -1.824
H -7.529 2.376 -0.317
H -6.284 1.594 1.691
H -4.032 0.594 1.434
H -3.040 0.363 -0.817
H -4.311 1.120 -2.819
F 0.539 -10.679 1.228
C -0.163 -9.551 0.998
C -1.246 -9.601 0.144
C -1.967 -8.438 -0.086
C -1.595 -7.250 0.530
C -0.500 -7.223 1.383
C 0.223 -8.383 1.625
H -1.514 -10.535 -0.330
H -2.823 -8.460 -0.748
H -2.159 -6.345 0.346
H -0.209 -6.297 1.858
H 1.075 -8.388 2.292
```

Results of the Löwdin charge analysis, in e, for atoms 1 through 2: number 1, C, carries 0.010; number 2, C, carries -0.158

Q: total charge of number 1 (C23H24N4S2Ti)?
A: 0